A molecular structure, C44H116CrN10O14 in a non-equilibrium geometry. Source: OMol25; level of theory: the ωB97M-V functional and the def2-TZVPD basis.

The geometry in XYZ format:
```
185
Properties=species:S:1:pos:R:3:forces:R:3:lowdin_charge:R:1
Cr -0.88687 -3.00856 1.08355 0.89 -0.02 0.66 0.996
C -4.23935 -5.36720 1.78629 0.51 -0.26 -0.55 0.034
C -3.07667 -4.45419 1.53052 0.66 1.69 -0.27 -0.669
O -3.16815 -3.37523 0.90523 -1.10 0.58 -0.85 -0.044
O -1.89658 -4.67751 1.94868 1.02 -0.97 0.36 -0.093
H -4.57471 -5.28658 2.81744 0.12 -0.19 0.07 0.092
H -3.87603 -6.36781 1.54397 -0.19 -0.16 0.47 0.082
H -5.06964 -5.16164 1.11629 0.05 0.31 0.04 0.091
C -0.11526 0.71699 -0.59536 0.48 -0.83 0.03 0.035
C -0.42084 -0.60166 0.07630 -1.50 -1.14 -0.10 -0.631
O -1.59595 -1.07801 0.09892 -0.52 0.50 -0.43 -0.077
O 0.43285 -1.34960 0.62068 1.26 -0.58 0.32 -0.063
H 0.82582 0.64000 -1.13849 0.08 0.05 0.29 0.049
H -0.01789 1.47698 0.18026 -0.10 0.23 -0.15 0.093
H -0.88546 0.92904 -1.33325 -0.08 0.18 0.25 0.068
C -2.88478 -1.65475 -4.59873 -0.28 0.45 -0.74 -0.044
C -2.78098 -1.35523 -3.11808 0.37 -0.75 0.09 -0.398
C -3.79790 -0.35144 -2.62491 -0.99 1.07 -0.71 -0.180
O -5.10528 -0.86374 -2.88606 0.55 -0.30 0.31 -0.193
C -6.14902 -0.04170 -2.41794 -0.38 -0.99 0.40 -0.097
N -2.91878 -2.61153 -2.35244 -1.11 0.14 0.66 0.051
H -2.19048 -2.40346 -4.98303 0.16 -0.08 0.42 0.067
H -2.69063 -0.75648 -5.19032 0.00 0.06 0.09 0.085
H -3.89084 -1.98291 -4.86918 -0.03 -0.02 0.18 0.085
H -1.76011 -1.03911 -2.88275 -0.14 0.60 -0.10 0.113
H -3.80444 0.61650 -3.13986 0.80 0.09 -0.17 0.124
H -3.66478 -0.10236 -1.56486 0.03 -0.40 0.09 0.103
H -6.98546 -0.74086 -2.33536 -0.24 0.39 -0.11 0.092
H -6.41645 0.77588 -3.09263 0.24 0.07 -0.01 0.087
H -5.95962 0.31335 -1.39853 0.15 0.25 -0.12 0.086
H -3.76439 -3.08694 -2.67520 0.27 -0.09 -0.42 0.100
H -3.27636 -2.31280 -1.43896 0.61 -0.23 0.26 0.067
C 2.24800 4.00988 0.82181 0.81 1.48 0.10 -0.039
C 1.05188 4.43746 1.64394 -1.00 -1.67 -0.67 -0.455
C 1.36244 4.66431 3.10449 0.55 1.26 -0.18 -0.201
O 2.08016 3.60859 3.70460 -0.60 -0.29 -0.09 -0.157
C 1.30018 2.43727 3.87975 0.30 0.21 0.15 -0.101
N 0.33846 5.56081 1.01869 0.38 -0.12 0.61 0.070
H 2.80833 3.15511 1.19756 -0.49 -0.23 -0.04 0.062
H 2.97031 4.83644 0.85018 0.02 0.02 -0.14 0.098
H 1.94724 3.93789 -0.22221 0.12 -0.37 -0.02 0.049
H 0.37328 3.56535 1.55658 -0.07 -0.17 0.50 0.107
H 0.48292 4.96279 3.68533 -0.26 -0.43 -0.05 0.112
H 2.00248 5.55177 3.14959 0.22 -0.12 0.05 0.136
H 1.82315 1.87668 4.65440 -0.18 -0.22 -0.13 0.088
H 1.18030 1.83851 2.96830 0.31 -0.02 -0.06 0.076
H 0.28105 2.64341 4.21414 0.07 0.32 0.14 0.059
H 0.05005 5.23506 0.10210 0.04 0.25 -0.09 0.038
H -0.50923 5.66372 1.57473 0.01 0.38 -0.11 0.027
C 6.11563 -2.26344 2.67366 -0.29 -0.23 -0.92 -0.056
C 6.44886 -0.78334 2.49010 -0.55 -0.21 -0.10 -0.432
C 5.21216 0.08746 2.22932 -0.43 -0.06 0.19 -0.199
O 4.44411 -0.41815 1.15035 0.31 -0.55 -0.39 -0.173
C 3.55945 0.52155 0.61117 -0.56 0.69 1.01 -0.120
N 7.23403 -0.33757 3.63155 -0.16 1.02 -0.08 0.039
H 5.21348 -2.53602 2.11810 0.04 0.16 -0.09 0.056
H 5.94157 -2.58613 3.70039 0.25 0.29 0.16 0.074
H 6.91678 -2.84966 2.22425 0.07 -0.18 0.37 0.078
H 7.05425 -0.64991 1.58952 0.18 -0.26 0.08 0.140
H 5.49926 1.11862 1.99492 0.23 0.04 0.10 0.128
H 4.58011 0.11791 3.12560 0.01 0.09 0.13 0.106
H 2.92916 0.11278 -0.17503 0.42 -0.39 -0.08 0.068
H 4.05721 1.43474 0.26557 0.26 -0.33 0.07 0.070
H 2.85277 0.86493 1.38355 -0.04 -0.03 0.08 0.078
H 6.73901 -0.49169 4.50609 -0.08 -0.25 -0.11 0.069
H 7.27748 0.68045 3.55930 0.46 -0.13 0.16 0.075
C -0.64472 4.40225 -2.37848 -0.70 -0.37 0.13 -0.051
C -1.15286 3.48657 -3.52853 0.62 0.60 1.92 -0.413
C -2.64854 3.69457 -3.76063 -0.22 -0.57 -0.64 -0.194
O -3.31356 3.38968 -2.55097 0.14 0.34 0.47 -0.230
C -4.56912 4.02671 -2.41740 -0.10 -0.88 0.31 -0.093
N -0.25416 3.78719 -4.62203 0.32 -0.75 -1.30 0.051
H -1.20346 4.26299 -1.44916 -0.13 -0.24 -0.14 0.058
H -0.75282 5.45631 -2.63341 0.27 0.02 -0.19 0.089
H 0.39191 4.13500 -2.16767 0.13 0.33 -0.06 0.053
H -0.99729 2.47975 -3.11462 -0.35 -0.27 -0.33 0.118
H -3.06692 3.00999 -4.51341 0.39 -0.01 -0.26 0.125
H -2.90570 4.69786 -4.11940 0.35 0.18 0.22 0.127
H -4.50077 5.07066 -2.72121 -0.29 0.04 -0.01 0.093
H -4.88533 3.92362 -1.37735 0.31 0.37 0.13 0.072
H -5.34674 3.45844 -2.94091 0.04 0.37 -0.56 0.085
H 0.70427 3.64489 -4.30933 -0.10 0.48 0.43 0.047
H -0.26421 3.07607 -5.35598 -0.72 0.19 -0.06 0.081
C 3.12345 2.14659 -2.24441 0.75 0.33 0.17 -0.052
C 3.89338 3.18404 -3.08813 -0.62 -0.87 -0.46 -0.414
C 4.10543 4.53866 -2.42171 0.19 0.01 -0.02 -0.196
O 2.87949 5.19822 -2.24820 -1.10 0.18 0.73 -0.220
C 2.38829 5.93728 -3.36360 1.12 -0.19 0.31 -0.078
N 5.12561 2.56089 -3.54717 0.47 -0.07 0.47 0.041
H 2.16694 2.54134 -1.90172 -0.12 -0.03 -0.20 0.063
H 3.67348 1.81683 -1.35919 0.04 0.42 -0.50 0.047
H 2.98615 1.25332 -2.85564 -0.04 0.55 0.11 0.029
H 3.21439 3.29162 -3.94907 0.04 0.71 -0.07 0.119
H 4.82984 5.17053 -2.95308 -0.16 -0.08 -0.45 0.126
H 4.55587 4.44691 -1.43005 -0.20 -0.33 0.10 0.129
H 2.26743 5.24390 -4.19572 0.13 0.46 -0.46 0.071
H 3.12214 6.73514 -3.50416 -0.05 -0.02 -0.80 0.093
H 1.43757 6.42944 -3.17886 -0.09 -0.37 0.53 0.081
H 4.92515 1.76988 -4.14285 0.06 -0.02 0.01 0.069
H 5.76487 3.17171 -4.03690 -0.19 0.18 -0.04 0.072
C -1.04092 -5.16750 -2.89598 -0.55 -1.35 -1.11 -0.063
C -0.94321 -5.22827 -1.37583 0.12 1.19 -0.35 -0.321
C 0.05929 -6.30738 -0.96337 -0.43 -0.01 -0.17 -0.193
O -0.02571 -6.64993 0.39379 0.53 0.03 0.94 -0.222
C -0.89813 -7.74127 0.64970 0.15 -0.22 -0.59 -0.072
N -0.58604 -3.80269 -0.90177 -0.13 -1.55 -0.25 0.039
H -1.45739 -4.26666 -3.34178 0.02 0.17 0.52 0.051
H -1.74511 -5.96273 -3.17057 -0.05 0.08 -0.13 0.093
H -0.16698 -5.44284 -3.49633 0.46 0.18 0.56 0.081
H -1.94641 -5.46852 -1.02456 0.10 0.07 0.39 0.135
H 1.08462 -6.01076 -1.20088 0.03 0.26 0.17 0.136
H -0.11614 -7.20380 -1.56615 -0.14 0.05 -0.17 0.133
H -1.83421 -7.53218 0.12955 -0.28 -0.33 0.25 0.087
H -1.05234 -7.93244 1.70859 -0.01 0.69 0.12 0.095
H -0.46025 -8.67425 0.27669 -0.05 0.09 -0.32 0.095
H -1.19749 -3.24827 -1.52115 -0.27 0.23 0.36 0.042
H 0.33269 -3.72942 -1.34881 0.41 0.82 0.55 0.063
C 1.87510 -0.56863 -3.25012 -1.18 -0.03 0.00 -0.064
C 1.18653 -1.92516 -3.42783 0.43 0.54 -0.68 -0.402
C 1.00778 -2.27553 -4.91292 -0.29 0.70 0.24 -0.206
O 0.41517 -1.18112 -5.60676 -0.12 -0.87 0.29 -0.203
C 0.37891 -1.45658 -7.00317 -0.58 1.23 0.06 -0.096
N 1.94604 -2.95230 -2.72836 0.03 -0.87 0.15 0.047
H 1.14030 0.23931 -3.29906 -0.10 -0.13 -0.13 0.075
H 2.56763 -0.33425 -4.05807 0.36 -0.35 0.17 0.093
H 2.30913 -0.47977 -2.25376 0.29 -0.28 -0.20 0.059
H 0.17472 -1.89709 -3.00989 0.05 0.17 0.17 0.107
H 0.33605 -3.14246 -4.93498 0.10 -0.20 -0.36 0.111
H 1.95616 -2.50421 -5.40881 0.20 -0.24 0.26 0.132
H -0.43865 -0.86077 -7.41743 0.02 0.00 0.05 0.088
H 0.14357 -2.49393 -7.24280 0.40 -0.13 0.09 0.091
H 1.29402 -1.05647 -7.44597 0.14 -0.60 -0.24 0.093
H 1.92820 -3.83411 -3.23492 -0.06 0.04 0.01 0.072
H 2.92650 -2.72169 -2.62404 -0.05 0.23 -0.04 0.085
C 2.07953 -5.62794 3.18632 0.71 1.00 0.56 -0.035
C 1.27161 -4.31544 3.12604 0.66 0.03 0.71 -0.344
C 2.14421 -3.19058 3.73677 0.04 -1.01 -0.64 -0.191
O 1.49314 -1.95808 3.76475 0.14 0.08 0.27 -0.194
C 2.27456 -0.92664 4.33944 0.01 1.16 -0.15 -0.070
N 0.91655 -4.06592 1.68588 -0.05 -0.32 0.79 0.048
H 1.53946 -6.54877 2.99626 -0.31 0.12 -0.18 0.083
H 2.51873 -5.67989 4.18630 -0.04 -0.30 -0.05 0.088
H 2.92291 -5.52758 2.49674 -0.01 -0.27 -0.07 0.093
H 0.41547 -4.45602 3.78855 -0.48 0.25 -0.58 0.141
H 3.06205 -3.12162 3.13422 0.08 0.06 0.05 0.126
H 2.43078 -3.51557 4.74396 -0.02 0.07 0.02 0.138
H 2.39654 -0.10931 3.62441 -0.03 -0.25 -0.26 0.061
H 3.28337 -1.20897 4.64265 -0.12 -0.47 0.04 0.093
H 1.75468 -0.45804 5.17571 -0.10 -0.40 0.21 0.086
H 1.79731 -3.76541 1.26008 -0.33 0.60 -0.12 0.124
H 0.87598 -5.04081 1.38688 -0.90 0.02 -0.72 0.063
C -3.84680 3.98883 3.85494 -1.26 0.09 -0.98 -0.050
C -2.57348 4.17235 3.03506 0.79 0.19 2.05 -0.427
C -2.69964 3.64167 1.63992 0.21 0.81 -0.88 -0.213
O -2.87809 2.25530 1.68416 0.07 0.02 0.51 -0.186
C -3.13754 1.68000 0.43460 -0.53 0.61 -0.69 -0.092
N -2.11569 5.57409 3.11098 -0.58 -0.08 -1.20 0.042
H -4.18481 2.95846 3.97784 0.35 -0.07 0.16 0.071
H -4.64635 4.44807 3.25400 -0.04 -0.04 -0.01 0.086
H -3.92888 4.53690 4.79334 0.65 -0.23 0.18 0.077
H -1.72685 3.66569 3.52130 -0.28 -0.55 -0.13 0.112
H -1.82756 3.94509 1.04323 0.31 -0.37 0.15 0.105
H -3.51231 4.14321 1.08905 -0.42 -0.17 0.26 0.134
H -3.49773 0.66432 0.58288 0.31 -0.03 0.00 0.084
H -2.27085 1.73332 -0.23470 -0.21 -0.20 0.29 0.064
H -3.92054 2.25683 -0.07645 -0.13 -0.13 0.01 0.080
H -2.28912 5.89418 4.05480 0.10 0.18 0.01 0.080
H -2.71902 6.12572 2.50011 0.09 0.22 0.24 0.089
C -3.17197 -1.77829 4.33326 0.23 0.79 0.64 -0.028
C -2.32949 -1.17232 3.22604 0.11 0.36 -1.13 -0.329
C -1.80273 0.23102 3.51947 0.14 -0.24 1.12 -0.152
O -0.93766 0.09599 4.66378 0.29 0.57 0.18 -0.209
C -1.17759 1.03871 5.70230 -0.58 -0.01 0.03 -0.093
N -1.12195 -2.09614 2.99553 -1.53 0.72 0.41 0.052
H -3.59120 -2.75736 4.10772 0.03 0.04 -0.32 0.082
H -3.97980 -1.08272 4.57822 -0.05 -0.23 0.03 0.098
H -2.54001 -1.87903 5.22364 -0.19 0.01 0.07 0.093
H -2.96841 -1.07327 2.34273 0.43 -0.37 -0.25 0.125
H -2.61840 0.93152 3.71690 -0.07 -0.20 0.11 0.116
H -1.22658 0.69344 2.71431 -0.05 -0.40 -0.22 0.121
H -2.08344 0.75574 6.24537 -0.06 0.04 0.08 0.093
H -1.31569 2.05582 5.33218 -0.09 -0.01 -0.22 0.066
H -0.36138 1.09632 6.42028 0.24 -0.43 -0.22 0.093
H -0.31428 -1.60107 3.38562 0.26 -0.05 -0.66 0.074
H -1.32518 -2.69608 3.78680 0.54 -1.13 -0.42 0.086
```
Positions in Å, forces in eV/Å.

Results
total energy: -119490.04208 eV
net charge: +1
multiplicity: 4